18
Properties=species:S:1:pos:R:3:forces:R:3 method="wB97M-V/def2-TZVPD" e_tot_ha=-343.9745 max_force_ev_per_a=4.7 e_above_lowest_ev=4.414 smiles="CC#C/C(C)=N/NC"
C 0.0000 0.2166 0.0314 2.99 -0.74 -3.57
H 1.1075 -0.7206 1.7391 -0.77 0.39 0.87
H 1.9918 0.0251 0.5434 0.98 -0.22 -0.50
H 1.9237 -1.7540 -2.4999 -0.56 0.50 0.48
C 1.1176 -0.5750 0.6774 -0.77 1.44 1.48
C -1.1513 0.5877 0.7431 -2.04 -0.80 -0.13
H -3.2053 1.9413 2.3801 0.05 1.69 0.35
H 2.9957 -0.4681 -2.8295 0.50 0.23 0.54
H 1.1043 -1.5676 0.3429 0.55 -1.27 -1.13
H 0.9872 0.4965 -3.0671 -0.51 0.33 0.89
H -4.3702 0.7713 1.7558 1.98 0.02 0.86
H -3.2218 0.4192 3.1632 -0.04 -0.33 -0.03
N 1.2430 0.3825 -2.0810 1.00 -2.22 0.24
C -2.2453 0.5506 1.2784 1.74 0.58 0.01
H 2.5962 -0.9198 -1.0269 0.33 0.08 -1.70
C -3.2947 0.9143 2.2005 -2.69 -1.21 -1.03
C 2.2626 -0.7793 -2.0883 -0.93 0.51 0.85
N 0.1589 0.4794 -1.2625 -1.84 1.01 1.50